1.
Below is a cluster of 2 separate species, C2H11N2O in total at a distorted geometry, with properties calculated with ωB97M-V with the def2-TZVPD basis set.

Values from the calculation:
Charge: +1
Relative energy (zero: lowest compared OMol25 entry of this formula, charge and spin): 138.1 kJ/mol
LUMO energy: -2.98 eV
DFT total energy: -7272.845 eV
M: 79.1 g/mol
HOMO-LUMO gap: 11.934 eV
HOMO level: -14.9 eV

CARTESIAN COORDINATES (ANGSTROEM)
C -2.13630 -0.73971 0.11747
N -1.43798 0.03968 -1.03157
H -3.29144 -0.77085 0.04722
H -1.69716 -0.42725 0.99233
H -1.84142 -1.73231 -0.08417
H -1.68944 -0.26872 -1.97330
H -1.49209 1.08504 -0.90847
H -0.22738 -0.14902 -0.93313
N 1.18040 -0.54013 -0.57503
C 1.74660 0.56864 0.28636
O 0.72791 0.81664 1.31550
H 1.05900 -1.29836 0.07569
H 1.90505 -0.74366 -1.29459
H 1.85427 1.34856 -0.45656
H 2.69612 0.09825 0.55310
H 1.04251 0.85474 2.28108

Partial charges, Löwdin, in e: -0.02 0.04 0.13 0.04 0.07 0.14 0.16 0.12 0.00 -0.22 -0.08 0.10 0.14 0.12 0.13 0.15

=====

2.
Below is a structure of composition C34H38As2MnN2O6S4 at a distorted geometry, with properties calculated with ωB97M-V with the def2-TZVPD basis set.

Values from the calculation:
Charge: +2
<S²>: 4.1685
Relative energy (zero: lowest compared OMol25 entry of this formula, charge and spin): 39.3 kJ/mol
LUMO energy (alpha / beta): -8.05 / -6.28 eV
DFT total energy: -247464.663 eV
M: 903.7 g/mol
Spin multiplicity: 4
HOMO-LUMO gap (alpha / beta): 5.196 / 6.997 eV
HOMO level (alpha / beta): -13.2 / -13.3 eV

CARTESIAN COORDINATES (ANGSTROEM)
Mn -0.50229 -1.42258 0.93099
C 0.13553 -2.73180 4.32257
As 0.90770 -2.55954 2.57392
C 2.72106 -2.02390 2.92157
C 1.07574 -4.32054 1.80410
C 1.29563 -5.44121 2.59174
C 1.42662 -6.68855 1.99289
C 1.33955 -6.81719 0.61608
C 1.11283 -5.69971 -0.17792
C 0.97732 -4.45382 0.41834
As 0.62865 -2.90030 -0.66513
C 2.26945 -2.59951 -1.61942
C -0.64830 -3.36096 -2.01979
H 0.79156 -3.37491 4.90794
H -0.86573 -3.15008 4.26068
H 0.09574 -1.73909 4.76771
H 3.13108 -2.76705 3.60568
H 2.73321 -1.03880 3.38410
H 3.29787 -2.00607 2.00160
H 1.35909 -5.36227 3.66979
H 1.59076 -7.56339 2.60721
H 1.43708 -7.79119 0.15630
H 1.03267 -5.81936 -1.25192
H 2.47541 -3.55185 -2.11097
H 3.08767 -2.34861 -0.95157
H 2.13352 -1.81316 -2.35838
H -0.13376 -3.97477 -2.75880
H -1.01692 -2.44438 -2.47571
H -1.46937 -3.90406 -1.56084
O -2.95180 -3.48780 2.89157
S -2.66865 -2.54811 1.86845
O -2.01640 -1.27745 2.30455
O -1.59275 -3.03198 0.87917
C -4.08783 -2.22405 0.90231
C -5.20296 -2.97443 1.24197
C -6.35826 -2.88619 0.47276
C -6.37573 -2.07803 -0.64287
C -5.25785 -1.31801 -0.98431
C -4.10944 -1.36471 -0.21800
S -2.91333 -0.09916 -0.63866
O -3.09085 0.23785 -2.01424
O -3.06977 0.91728 0.35411
O -1.53019 -0.77865 -0.52475
H -5.15868 -3.63560 2.09523
H -7.23000 -3.46358 0.74676
H -7.26497 -2.01867 -1.25568
H -5.28115 -0.66752 -1.84769
S 1.70534 -0.16983 0.22213
C 1.58888 1.48103 0.58198
N 2.55572 2.33032 0.37989
C 2.32292 3.76802 0.60231
C 0.92673 4.10738 0.15905
N -0.01742 3.25639 0.89282
C -1.34838 3.83660 1.20279
C -1.94382 4.44733 -0.03746
C -2.09942 5.82339 -0.14280
C -2.63671 6.37789 -1.29752
C -3.01432 5.55594 -2.34793
C -2.86507 4.17745 -2.24397
C -2.33358 3.62423 -1.09077
C 0.30015 2.01181 1.16142
S -0.60333 0.97561 2.08564
C 3.90537 1.96037 -0.10569
C 4.15028 2.52477 -1.47923
C 5.12404 3.49449 -1.67746
C 5.33318 4.02399 -2.94495
C 4.56189 3.59086 -4.01154
C 3.58373 2.62183 -3.81697
C 3.38102 2.08770 -2.55570
H 3.05265 4.31392 0.00813
H 2.48446 3.99006 1.65986
H 0.80158 3.95684 -0.91589
H 0.69152 5.14615 0.37908
H -1.20878 4.58697 1.98312
H -1.96455 3.03081 1.59746
H -1.81603 6.46609 0.68347
H -2.76439 7.44931 -1.37188
H -3.43685 5.98790 -3.24514
H -3.17789 3.53288 -3.05448
H -2.24701 2.54652 -0.99914
H 3.96935 0.87563 -0.09537
H 4.61868 2.35937 0.61721
H 5.73161 3.83159 -0.84513
H 6.09802 4.77342 -3.09599
H 4.72293 4.00488 -4.99756
H 2.98649 2.28153 -4.65218
H 2.62224 1.32606 -2.40504

Partial charges, Löwdin, in e: 0.29 -0.20 1.18 -0.24 -0.38 -0.07 -0.03 -0.03 -0.07 -0.38 1.19 -0.26 -0.19 0.05 0.03 0.06 0.05 0.05 0.02 0.11 0.12 0.12 0.11 0.06 0.03 0.04 0.06 0.05 0.05 -0.21 0.61 -0.46 -0.45 -0.24 -0.02 -0.02 -0.02 -0.03 -0.21 0.53 -0.25 -0.29 -0.48 0.12 0.13 0.13 0.12 0.77 -0.58 -0.06 -0.06 -0.07 -0.06 -0.08 -0.23 -0.04 -0.06 -0.06 -0.05 -0.03 -0.64 0.88 -0.09 -0.24 -0.04 -0.05 -0.06 -0.06 -0.04 0.14 0.15 0.15 0.15 0.14 0.09 0.12 0.11 0.11 0.11 0.08 0.09 0.14 0.12 0.12 0.12 0.11 0.10